Here is a molecular structure, C26H47Cl3N3O4ScSi at a distorted geometry from OMol25. Energies are from ωB97M-V/def2-TZVPD.

XYZ file:
```
85
Properties=species:S:1:pos:R:3:forces:R:3
Sc -0.068 -0.856 0.076 0.1 0.8 -1.6
Cl -1.287 -2.970 0.019 0.0 0.2 0.1
Cl 0.933 -3.972 -2.160 -0.3 -0.7 0.2
Cl 2.275 -1.211 0.532 0.0 0.1 0.1
Si 0.425 -5.381 -0.652 0.3 -1.4 -0.8
O 0.342 -0.176 -1.827 -0.8 -0.1 1.4
O -0.012 1.272 0.891 0.9 1.1 0.0
O -0.588 -1.067 2.096 0.2 0.2 1.9
O -2.126 0.019 -0.293 -0.4 0.7 -0.7
N -2.679 0.312 -2.505 -0.4 0.3 0.6
N -1.504 -0.850 4.116 -0.4 -0.4 -0.2
N 0.336 3.506 1.160 -0.1 0.0 -0.1
C 0.680 0.553 6.020 0.1 0.3 0.0
C 1.573 -4.923 0.740 0.0 0.2 0.4
C 0.782 4.913 -2.407 -0.2 0.0 0.1
C 0.577 0.996 -4.939 0.2 -0.1 0.3
C -0.364 4.114 -2.318 0.1 -0.3 -0.1
C 1.133 0.195 -4.015 -0.6 0.9 -0.5
C -0.222 2.721 -2.312 -0.4 0.1 0.1
C -0.847 0.585 6.048 -0.1 0.0 0.3
C -0.423 -0.951 3.331 0.0 -0.1 -0.9
C -1.357 -6.003 -0.454 -0.4 0.3 0.0
C 2.053 4.324 -2.386 -0.1 0.1 0.0
C 0.750 2.265 0.891 -0.7 -0.9 -0.1
C -2.578 0.710 -1.225 0.1 -0.8 -0.3
C 0.940 -0.925 3.988 -0.2 -0.4 -0.7
C 1.039 2.133 -2.345 0.1 -0.7 -0.3
C 1.581 -1.203 -4.289 -0.1 -0.3 0.1
C -3.180 1.196 -3.553 0.1 0.1 0.1
C 1.248 4.636 1.101 0.2 -0.1 0.1
C 1.032 -7.090 -1.281 0.5 0.2 -0.3
C -2.345 -1.041 -2.916 0.4 -0.3 -0.4
C -1.066 3.818 1.413 0.1 0.1 0.0
C 2.180 2.937 -2.332 -0.4 0.1 0.0
C -1.498 -0.715 5.563 0.2 0.2 0.2
C 1.259 0.424 4.608 0.2 0.3 0.6
C 0.304 0.652 -6.370 -0.2 -0.2 -0.4
C 1.214 0.616 -2.550 0.5 -0.2 0.4
H 1.059 1.475 6.479 -0.1 -0.1 0.0
H -3.127 -1.385 -3.605 0.1 0.0 0.2
H -2.273 -1.705 -2.048 0.0 0.2 -0.3
H 0.926 5.364 0.348 0.0 -0.2 0.1
H 1.831 2.171 0.681 -0.3 0.0 0.0
H 0.664 5.993 -2.507 0.2 -0.2 0.1
H 0.965 -1.727 4.743 0.1 0.2 -0.1
H 1.045 -1.880 -3.618 0.1 0.1 -0.1
H -0.682 1.041 -6.678 0.3 -0.1 0.1
H 2.947 4.946 -2.431 -0.3 -0.1 0.0
H -2.540 -0.738 5.898 0.2 -0.1 -0.1
H 1.498 -3.864 1.016 -0.1 -0.3 0.1
H -2.363 1.565 -4.189 0.0 -0.1 0.2
H -1.530 -6.265 0.597 0.0 0.3 0.0
H -1.121 4.475 2.288 0.0 -0.2 -0.1
H -2.145 -5.327 -0.792 0.1 0.0 0.3
H 2.243 0.367 -2.230 0.1 0.2 0.0
H -3.866 0.637 -4.197 0.0 0.1 0.2
H 1.420 -5.564 1.618 -0.1 0.2 -0.1
H -1.629 2.900 1.593 0.2 0.1 -0.1
H -1.215 1.443 5.466 0.0 -0.3 0.0
H 1.082 -7.817 -0.451 0.0 0.3 -0.1
H 1.289 5.141 2.073 0.0 -0.1 -0.1
H 2.653 -1.348 -4.094 -0.2 0.1 0.0
H -1.371 4.559 -2.292 0.6 -0.1 -0.1
H 0.298 -0.434 -6.544 0.0 0.4 0.0
H 0.288 2.016 -4.668 0.1 -0.3 0.1
H 2.010 -7.063 -1.775 0.0 0.0 0.2
H -0.966 -1.564 6.017 -0.2 0.1 0.0
H -1.498 4.366 0.562 0.1 -0.2 0.1
H 1.377 -1.504 -5.318 0.1 0.0 0.1
H -1.174 0.741 7.086 0.1 0.0 -0.2
H 2.351 0.530 4.668 -0.3 0.0 -0.1
H 1.671 -1.161 3.213 -0.2 -0.1 0.0
H -2.962 1.737 -1.061 0.1 -0.3 0.1
H 1.037 -0.281 6.646 0.0 0.2 -0.2
H 2.246 4.268 0.839 -0.2 0.2 0.0
H -1.388 -1.040 -3.458 -0.2 0.0 0.3
H 0.882 1.243 3.973 0.1 -0.2 0.1
H 0.325 -7.502 -2.012 0.1 0.2 0.1
H 2.611 -5.092 0.416 -0.3 0.0 -0.1
H 1.045 1.107 -7.048 -0.2 -0.1 0.2
H -2.369 -1.128 3.663 0.2 0.3 0.0
H -1.481 -6.942 -1.006 0.2 0.2 0.0
H 3.150 2.439 -2.319 -0.1 0.3 -0.1
H -3.697 2.056 -3.112 0.1 -0.2 -0.1
H -1.110 2.074 -2.322 0.8 0.4 0.0
```
Positions in Å, forces in eV/Å.

Results
HOMO-LUMO gap ... 0.3125 Ha
HOMO level ... -8.29 eV
Energy relative to the best compared isomer or geometry (same formula, charge and spin) ... 0.0 kJ/mol